Record 1
{"formula": "C4H13NO2", "method": "the ωB97M-V functional and the def2-TZVPD basis", "species": ["C", "C", "C", "C", "N", "H", "H", "H", "H", "H", "H", "H", "H", "H", "O", "H", "H", "O", "H", "H"], "coordinates": [[0.948899, -2.241645, 0.891175], [0.176273, -0.958833, 0.766296], [0.576115, 0.215607, 1.270620], [-0.126244, 1.492486, 0.871137], [-1.598643, 1.402416, 0.896259], [1.919622, -2.075242, 1.349066], [0.314204, -2.955808, 1.419442], [1.111726, -2.586690, -0.127555], [-0.843402, -1.030453, 0.383398], [1.067772, 0.185115, 2.236912], [0.264204, 2.261580, 1.550984], [0.213474, 1.781307, -0.116958], [-1.869046, 1.313775, 1.871616], [-1.966902, 2.334667, 0.703031], [1.420489, -1.080268, -2.389817], [0.547474, -0.688727, -2.261622], [1.855859, -0.496908, -3.025416], [-1.071096, 0.813569, -2.186871], [-1.587189, 0.763893, -1.371504], [-1.353589, 1.550160, -2.730195]], "atomic_forces_ev_per_a": [[-0.9, 0.6, 0.0], [0.3, 0.0, 0.7], [-1.8, -0.6, 0.1], [0.6, 0.2, 1.0], [-0.1, 0.6, 0.1], [0.0, -0.1, 0.2], [0.4, -0.3, 0.0], [0.1, -0.3, -0.1], [0.5, 0.2, -1.0], [1.3, 0.3, -0.6], [-0.2, 0.2, -0.1], [-0.1, 0.0, -0.3], [0.0, -0.6, 0.0], [0.1, -0.1, -0.4], [0.1, 0.0, -0.2], [0.0, 0.2, 0.0], [-0.1, -0.2, 0.2], [0.4, -0.5, -0.1], [-0.1, 0.3, 0.0], [-0.3, 0.1, 0.2]], "nbo_charge": [-0.6531, -0.1226, -0.2566, -0.2632, -0.8475, 0.2124, 0.2085, 0.2418, 0.1952, 0.2043, 0.1663, 0.2079, 0.3569, 0.3521, -0.9585, 0.4913, 0.4658, -0.9792, 0.4992, 0.4790], "e_lumo_ha": 0.0248, "homo_ev": -8.70, "homo_lumo_gap_ha": 0.3443, "max_force_ev_per_a": 1.882, "de_lowest_kcal_mol": 34.05, "smiles": "C/C=C/CN.O.O"}

***

Record 2
{"formula": "C36H60F5N4O9P3S", "method": "the ωB97M-V functional and the def2-TZVPD basis", "species": ["C", "C", "C", "C", "C", "N", "C", "C", "C", "C", "C", "C", "C", "C", "F", "F", "C", "F", "F", "F", "C", "C", "C", "C", "C", "C", "C", "C", "S", "C", "N", "N", "C", "O", "C", "C", "N", "C", "P", "C", "C", "C", "H", "H", "H", "H", "H", "H", "H", "H", "H", "H", "H", "H", "H", "H", "H", "H", "H", "H", "H", "H", "H", "H", "H", "H", "H", "H", "H", "H", "H", "H", "H", "H", "H", "H", "H", "H", "H", "H", "H", "H", "H", "H", "C", "O", "P", "O", "O", "C", "O", "C", "H", "H", "H", "H", "H", "H", "H", "H", "H", "C", "O", "P", "O", "O", "C", "O", "C", "H", "H", "H", "H", "H", "H", "H", "H", "H"], "coordinates": [[-2.282067, -3.951175, 0.930115], [-1.540092, -4.150376, -0.411126], [-2.459945, -4.503174, -1.580835], [-3.646502, -3.530668, -1.803014], [-3.212259, -2.115870, -2.145892], [-2.714525, -1.410865, -1.161254], [-2.355044, -0.124832, -1.467762], [-1.790838, 0.683810, -0.432371], [-1.583484, 0.032750, 0.919692], [-1.440193, 2.002711, -0.659482], [-0.813481, 2.926474, 0.383386], [-1.528629, 3.012321, 1.760089], [-0.748702, 2.469605, 2.981151], [0.710109, 2.888515, 3.093671], [1.553077, 2.075316, 2.416080], [1.055234, 2.731061, 4.411214], [1.031741, 4.379885, 2.761695], [0.030677, 5.206615, 3.057420], [1.468688, 4.555583, 1.516621], [2.069809, 4.751101, 3.543680], [-1.646512, 2.513624, -1.990809], [-1.278109, 3.941274, -2.377154], [0.210256, 4.090997, -2.785480], [0.678640, 2.881316, -3.599675], [2.030153, 3.105116, -4.322941], [3.124219, 2.324837, -3.528471], [3.148196, 0.881705, -4.058924], [3.663982, -0.116842, -2.994525], [5.482038, -0.218974, -3.124177], [5.796987, -1.832732, -2.546423], [6.963107, -2.326882, -2.292518], [6.791360, -3.628748, -1.886680], [5.518306, -3.848310, -1.902923], [4.841074, -2.762181, -2.303389], [-2.172964, 1.729529, -2.980488], [-2.533781, 0.379936, -2.755411], [-3.024912, -0.335298, -3.811415], [-3.339776, -1.563256, -3.472604], [-4.018526, -2.605469, -4.846637], [-3.130592, -4.224561, -4.940053], [-3.449407, -1.732152, -6.378584], [-1.878950, -1.608615, -6.376029], [-1.546909, -4.058058, 1.731601], [-2.709560, -2.948619, 0.991952], [-3.082692, -4.691263, 1.015815], [-0.790818, -4.934563, -0.259177], [-0.992289, -3.235778, -0.662805], [-1.856074, -4.491803, -2.496480], [-2.868233, -5.517283, -1.506174], [-4.157892, -3.431422, -0.837806], [-4.390539, -3.898222, -2.510627], [-2.252481, 0.418213, 1.689407], [-0.567318, 0.294899, 1.244422], [-1.617178, -1.051337, 0.871324], [0.250851, 2.680347, 0.441366], [-0.864263, 3.929001, -0.041361], [-2.433557, 2.406187, 1.676591], [-1.865138, 4.019586, 2.005270], [-0.775159, 1.385281, 3.085023], [-1.243169, 2.867137, 3.873840], [-1.873934, 4.194356, -3.261013], [-1.552575, 4.671694, -1.612120], [0.837615, 4.238326, -1.896122], [0.366304, 4.976123, -3.411129], [0.775045, 1.965949, -3.010808], [-0.070522, 2.712343, -4.382367], [2.298639, 4.161050, -4.412869], [2.022854, 2.667111, -5.326275], [2.805147, 2.308773, -2.479244], [4.091372, 2.831691, -3.580407], [2.138594, 0.573245, -4.344359], [3.806994, 0.830006, -4.930461], [3.404310, 0.250678, -1.999478], [3.212190, -1.098991, -3.135624], [5.087877, -4.790051, -1.605501], [-2.335851, 2.141043, -3.971258], [-3.206186, -4.636439, -5.948876], [-3.646382, -4.940518, -4.294905], [-2.099645, -4.184140, -4.581418], [-3.682343, -2.352283, -7.246014], [-3.869243, -0.731742, -6.444443], [-1.415234, -2.203782, -7.165198], [-1.587933, -0.559952, -6.469500], [-1.451011, -1.953986, -5.430601], [0.124800, 5.787251, 10.010449], [-0.090852, 5.873917, 8.590980], [-0.572351, 7.355377, 8.013846], [-2.000598, 7.369538, 8.443071], [-0.372563, 6.901005, 6.464410], [0.294592, 5.709723, 6.043127], [-0.294899, 8.929521, 7.656287], [-1.261286, 9.585578, 6.838003], [0.449955, 4.774212, 10.235718], [0.899240, 6.484321, 10.328918], [-0.801536, 5.987802, 10.549427], [-0.385899, 4.859223, 6.112644], [1.190908, 5.520445, 6.628161], [0.582234, 5.837671, 5.013262], [-2.148934, 9.823531, 7.421333], [-1.530170, 8.979711, 5.974964], [-0.807298, 10.512877, 6.490828], [2.457333, -4.677552, 1.459338], [2.125016, -6.023278, 1.837557], [1.968910, -7.126204, 0.586246], [0.617405, -6.644308, 0.134672], [1.892366, -8.398205, 1.592461], [2.302347, -8.369919, 2.960094], [2.300370, -8.081773, -0.718880], [1.275758, -8.977031, -1.145937], [2.541217, -4.087677, 2.369161], [3.410333, -4.645703, 0.931548], [1.670561, -4.252301, 0.835049], [1.510722, -7.944767, 3.576727], [3.223442, -7.808607, 3.094990], [2.472504, -9.398104, 3.274738], [0.500665, -8.432550, -1.681554], [0.843184, -9.518261, -0.306726], [1.740502, -9.691373, -1.824868]], "atomic_forces_ev_per_a": [[0.5, 0.1, -0.6], [-0.3, 0.0, 0.4], [0.0, 0.3, -0.8], [0.2, 0.5, 0.7], [0.0, -0.1, 0.3], [-0.2, 0.3, -0.8], [0.1, -0.3, 0.5], [-0.1, -0.1, 0.5], [0.9, 0.4, -0.1], [-0.3, -0.2, -0.7], [-0.4, 0.1, -0.3], [0.2, -1.0, 0.0], [-0.2, 0.7, -0.2], [-0.7, -0.3, 0.8], [-0.1, 0.3, -0.4], [0.0, 0.1, 0.0], [1.7, -0.1, 0.7], [-0.3, -0.3, -0.7], [-0.8, 0.0, -0.2], [-0.1, 0.0, -0.1], [-0.1, 0.6, 0.3], [0.1, 0.0, -0.5], [0.1, -0.4, 0.3], [0.3, 0.6, -1.2], [0.6, -0.5, 0.8], [-0.7, 0.3, -0.5], [0.7, 0.0, 0.9], [-0.2, 0.2, -0.3], [-0.2, -0.4, 0.1], [0.5, -0.8, 0.5], [0.5, 0.7, -0.3], [-0.5, -0.3, 0.1], [1.7, 0.1, 0.1], [-1.6, 0.3, -0.2], [-0.1, -0.1, 0.2], [0.2, 1.5, -0.5], [0.1, -0.7, 1.4], [0.3, -1.1, -1.3], [-1.6, 0.1, -0.4], [0.2, 0.0, 0.7], [2.0, -0.4, 0.6], [-0.3, 0.2, 0.2], [-0.3, -0.1, 0.2], [-0.1, -0.1, 0.0], [0.1, 0.0, 0.3], [-0.2, 0.0, -0.3], [0.0, 0.0, 0.1], [0.0, -0.2, 0.1], [0.1, 0.1, 0.2], [-0.1, -0.1, -0.2], [0.2, -0.1, -0.1], [-0.2, -0.3, -0.1], [-0.1, -0.1, 0.1], [-0.3, 0.1, 0.0], [-0.1, 0.0, 0.3], [0.3, -0.1, 0.1], [0.0, 0.2, 0.2], [0.2, 0.0, -0.3], [0.1, 0.1, -0.2], [0.2, 0.0, 0.0], [0.0, 0.0, 0.1], [0.0, -0.1, -0.1], [0.0, -0.1, -0.1], [-0.3, 0.0, 0.2], [-0.4, 0.1, 0.0], [-0.1, -0.2, 0.3], [-0.2, 0.0, 0.0], [-0.2, 0.3, 0.0], [0.3, 0.1, 0.0], [0.1, -0.3, 0.0], [0.1, 0.1, 0.0], [-0.3, -0.1, -0.1], [0.0, -0.2, 0.0], [0.3, 0.0, 0.0], [-0.6, 0.3, -0.2], [0.0, -0.1, 0.1], [0.2, 0.3, 0.0], [0.0, 0.1, 0.0], [0.1, 0.0, -0.4], [-0.6, 0.2, 0.2], [-0.3, -0.2, 0.0], [-0.1, 0.2, -0.1], [0.1, -0.2, -0.2], [0.0, 0.0, -0.1], [-0.2, -0.2, 0.3], [2.1, 2.4, 0.9], [-5.6, -1.4, -3.9], [0.8, 0.3, 0.7], [0.8, -0.1, 0.5], [-0.2, -0.1, 0.1], [2.4, -0.9, 1.8], [-0.5, 0.3, -0.1], [0.0, 0.0, -0.1], [0.0, -0.1, 0.1], [0.0, 0.1, -0.1], [0.1, -0.1, 0.1], [0.0, -0.1, 0.0], [0.0, 0.3, 0.0], [0.0, -0.2, 0.0], [0.0, -0.1, 0.1], [0.2, -0.1, 0.1], [-0.2, 0.3, 0.0], [3.2, -0.3, -1.5], [-7.7, -2.4, 0.9], [0.9, 0.5, -0.3], [1.2, 0.6, 0.0], [-0.2, -0.2, 0.2], [3.1, 1.4, 0.7], [-0.5, -0.2, -0.3], [0.0, -0.1, 0.1], [0.0, 0.1, 0.1], [0.0, -0.1, -0.1], [0.1, 0.1, 0.0], [0.0, 0.0, 0.0], [0.0, 0.0, -0.2], [0.0, 0.1, 0.1], [0.0, 0.1, 0.1], [0.2, 0.1, 0.1]], "mulliken_charge": [-1.4482, 0.2381, -0.4286, -1.4196, 0.2570, -0.2944, -0.4880, 1.7072, -1.2219, -0.1015, -0.0600, -1.4708, -0.8811, 0.8930, -0.2848, -0.3564, 0.7818, -0.2645, -0.2367, -0.3066, -0.2348, -1.8142, -0.3719, -0.0973, -1.0689, -0.6760, -0.7342, -0.7295, -0.1626, 0.5486, -0.3947, -0.3752, -0.1735, -0.2404, -0.2361, 0.1337, -0.3589, 0.1222, -0.2831, -1.0370, -0.4893, -0.9295, 0.3153, 0.2999, 0.4160, 0.2050, 0.1031, 0.1140, 0.3127, 0.4112, 0.7494, 0.1983, 0.3156, -0.1058, 0.7794, -0.0638, 0.7130, 0.4956, 0.4000, 0.2746, 0.5064, 0.5005, 0.1163, 0.5163, 0.2383, 0.1043, 0.4384, 0.4338, 0.2719, 0.5154, 0.3592, 0.4694, 0.3448, 0.4462, 0.5627, 0.5981, 0.4457, 0.3191, 0.3039, 0.4553, 0.4478, 0.3572, 0.2099, 0.2134, -0.7486, -0.2635, 0.9714, -0.6638, -0.3051, -0.5088, -0.4087, -0.5399, 0.2417, 0.3149, 0.3098, 0.2297, 0.3220, 0.2127, 0.2542, 0.2671, 0.2409, -0.5342, -0.2942, 1.0450, -0.5458, -0.3434, -0.6341, -0.4482, -0.5366, 0.2635, 0.2597, 0.1785, 0.2652, 0.2894, 0.2513, 0.2128, 0.2865, 0.2391], "e_lumo_ha": -0.0653, "homo_ev": -7.89, "homo_lumo_gap_ha": 0.2245, "max_force_ev_per_a": 8.083, "de_lowest_kcal_mol": 0.00, "smiles": "CCCCc1nc2c(C)c(CCCC(F)(F)C(F)(F)F)c(CCCCCCCSc3nnco3)cc2nc1P(C)CC.COP(=O)(OC)OC.COP(=O)(OC)OC"}

***

Record 3
{"formula": "C16H24BBr4F4N6O2Ru", "method": "the ωB97M-V functional and the def2-TZVPD basis", "species": ["Ru", "N", "C", "C", "C", "C", "N", "H", "H", "H", "H", "H", "H", "H", "H", "H", "H", "H", "H", "Br", "C", "C", "Br", "C", "Br", "C", "O", "C", "O", "C", "Br", "F", "B", "F", "F", "F", "C", "N", "C", "N", "C", "N", "C", "N", "C", "C", "H", "H", "H", "H", "H", "H", "H", "H", "H", "H", "H", "H"], "coordinates": [[7.426206, 11.088366, 9.271493], [8.977330, 9.555546, 9.666672], [9.331292, 9.208912, 11.051817], [10.273722, 10.306146, 11.609485], [10.016832, 11.797557, 11.179934], [8.809076, 12.409531, 11.837175], [7.594687, 11.939495, 11.213368], [8.786711, 8.681799, 9.160429], [9.797931, 9.957173, 9.247820], [9.659208, 8.132742, 11.126040], [8.355226, 9.246936, 11.573505], [11.229762, 9.952611, 11.292136], [10.279851, 10.170113, 12.714227], [9.930580, 11.708260, 10.094040], [11.025099, 12.231301, 11.406281], [8.719881, 13.521194, 11.742169], [8.814677, 12.183868, 12.923830], [6.888147, 12.666499, 11.249060], [7.114394, 11.226884, 11.770797], [4.726084, 5.336894, 6.903566], [5.078551, 6.755119, 8.042116], [4.972529, 6.606451, 9.474712], [4.289646, 4.921819, 10.123936], [5.251620, 7.625563, 10.362067], [5.070450, 7.592662, 12.184013], [5.697723, 8.811296, 9.852677], [6.058728, 9.841959, 10.533972], [5.857864, 8.964434, 8.374611], [6.387541, 10.028740, 7.927079], [5.435051, 7.929311, 7.480295], [5.495611, 8.306566, 5.638143], [9.188364, 9.636114, 6.560173], [9.944816, 10.719833, 6.828387], [10.999878, 10.523387, 7.748185], [10.109146, 11.443637, 5.691506], [8.972027, 11.527445, 7.794663], [7.931952, 14.023720, 8.528986], [6.859787, 13.001645, 8.358538], [6.643769, 12.829050, 6.851949], [6.301690, 14.083279, 6.242995], [7.434751, 15.021558, 6.462297], [7.643081, 15.274919, 7.880601], [6.411093, 15.828703, 8.412992], [5.236003, 14.850914, 8.273788], [5.523533, 13.576625, 8.907057], [5.072928, 14.595054, 6.813639], [8.906418, 13.688287, 8.172068], [8.098429, 14.174847, 9.557127], [5.833887, 12.103488, 6.724474], [7.564111, 12.409422, 6.331486], [7.269607, 15.894463, 5.783828], [8.410297, 14.622806, 6.074243], [6.004418, 16.710767, 7.891411], [6.451001, 15.903462, 9.495234], [4.669689, 12.915019, 8.651568], [5.692250, 13.764238, 9.932061], [4.807167, 15.555733, 6.345063], [4.318277, 13.813551, 6.682979]], "atomic_forces_ev_per_a": [[0.3, 1.0, 0.3], [-0.6, -1.0, -0.3], [-1.7, 0.3, 0.9], [-0.9, -1.1, 1.0], [1.8, -2.0, 0.3], [0.9, 1.6, 0.8], [-2.0, -0.8, 0.0], [0.0, 0.6, -0.1], [0.5, 0.0, -0.8], [0.2, 1.3, 0.0], [0.5, -0.3, 0.2], [1.1, 0.4, -0.3], [0.0, 0.4, -0.6], [0.0, 0.9, -0.1], [-1.3, 0.4, -0.2], [0.8, -0.8, 0.1], [-0.1, 0.1, -0.6], [0.1, 0.4, -0.1], [0.4, -0.3, -0.1], [-0.2, -0.4, -0.1], [-0.3, -0.7, 0.3], [-0.7, -1.3, 0.3], [0.5, 1.2, -0.2], [-0.5, -1.2, -0.4], [-0.2, -0.5, 1.0], [1.1, 2.1, -1.9], [-0.1, -0.4, -0.1], [-0.5, -1.0, 0.1], [0.0, 0.3, -0.2], [0.6, 1.4, 0.2], [0.1, -0.1, 0.4], [-0.1, -1.3, 0.3], [-0.3, 0.4, 0.5], [-0.3, 0.0, -1.1], [0.6, 0.4, 0.7], [0.5, 0.3, -0.4], [0.6, 0.2, -0.7], [-0.7, -1.0, -0.4], [0.7, -0.8, -0.8], [1.1, 0.1, -0.1], [0.7, -0.3, -1.8], [-1.0, 0.9, -0.3], [-2.1, -1.5, 0.4], [0.7, -0.1, -0.9], [0.6, 0.7, -2.1], [0.2, 0.4, 0.7], [-0.4, -0.5, -0.4], [-0.2, 0.4, 1.6], [0.1, 0.1, 0.1], [-1.1, 0.6, 1.1], [-0.1, -0.1, 1.3], [-1.1, -0.2, 0.2], [0.9, 0.0, 0.4], [0.5, 0.8, 0.1], [0.8, -0.1, 0.6], [-0.2, -0.1, 1.4], [-0.1, -0.5, 0.0], [-0.2, 0.4, -0.2]], "nbo_charge": [1.4902, -0.8065, -0.2289, -0.4221, -0.4380, -0.2342, -0.7778, 0.4162, 0.4290, 0.2283, 0.1871, 0.2308, 0.2252, 0.2142, 0.2651, 0.2143, 0.2237, 0.3971, 0.4322, 0.2029, -0.1518, -0.0295, 0.1701, -0.2935, 0.1712, 0.4048, -0.7170, 0.3495, -0.5985, -0.1821, 0.1768, -0.5432, 1.3831, -0.5541, -0.5214, -0.6141, -0.0921, -0.4805, -0.0937, -0.4537, -0.1005, -0.4437, -0.0768, -0.4423, -0.0677, -0.0782, 0.2549, 0.1874, 0.2189, 0.2625, 0.2323, 0.2250, 0.2283, 0.1944, 0.2283, 0.1790, 0.2171, 0.2019], "spin_multiplicity": 5, "e_lumo_ha": [-0.1496, -0.2136], "homo_ev": [-11.41, -11.78], "total_charge": 1, "homo_lumo_gap_ha": [0.2696, 0.2193], "max_force_ev_per_a": 3.085}